1.
{
  "formula": "C2HO4P",
  "method": "wB97M-V/def2-TZVPD",
  "symbols": ["H", "O", "O", "P", "C", "O", "O", "C"],
  "coordinates": [[0.48002, 0.49292, 0.28942], [-1.30473, -2.56952, -1.23863], [-1.72832, -1.80121, -3.32423], [-0.19463, -1.64667, 0.88670], [0.00432, -0.28649, -0.31448], [-0.99054, -0.92070, 1.92443], [-0.05563, -0.21385, -1.50118], [-1.41435, -2.05901, -2.26683]],
  "nbo_charge": [0.124, -0.583, -0.474, 1.260, 0.073, -0.958, -0.498, 1.057],
  "relative_energy_ev": 0.069,
  "e_tot_ha": -719.10847,
  "charge": 0
}



2.
{
  "formula": "C2HO4S",
  "method": "wB97M-V/def2-TZVPD",
  "symbols": ["C", "O", "O", "H", "O", "O", "C", "S"],
  "coordinates": [[-0.17411, -0.51784, -2.25632], [0.22663, -0.71103, -0.17514], [-1.63355, -0.04962, 1.43157], [-1.10730, -0.87587, 1.02983], [2.07809, 0.53306, 0.33249], [-0.08350, 0.57180, -2.54502], [0.98009, 0.07049, 0.40039], [-0.28635, 0.97901, 1.78219]],
  "nbo_charge": [0.498, -0.739, -0.900, 0.496, -0.665, -0.557, 0.815, 0.052],
  "relative_energy_ev": 0.572,
  "e_tot_ha": -776.00398,
  "charge": -1
}



3.
{
  "formula": "C2I2",
  "method": "wB97M-V/def2-TZVPD",
  "symbols": ["C", "I", "I", "C"],
  "coordinates": [[0.50193, 0.80124, 0.21231], [-2.76579, 0.29364, 0.15279], [2.38884, 1.25492, -0.11833], [-0.88062, 0.58104, -0.33873]],
  "nbo_charge": [-0.355, 0.353, 0.364, -0.363],
  "relative_energy_ev": 2.610,
  "e_tot_ha": -671.41366,
  "charge": 0
}



4.
{
  "formula": "C2N2O2S3",
  "method": "wB97M-V/def2-TZVPD",
  "symbols": ["O", "S", "N", "O", "N", "S", "S", "C", "C"],
  "coordinates": [[2.34785, -1.48853, 0.23924], [2.31935, -1.77021, -1.17754], [0.15035, 0.79241, -0.18012], [1.60367, -2.94350, -1.54246], [-0.44127, 1.45245, 3.00234], [-0.86327, -0.15593, 0.69141], [0.27215, 1.01471, -2.92842], [-0.56030, 0.71305, 2.13769], [0.03179, 1.04421, -1.36414]],
  "nbo_charge": [-0.825, 1.651, -0.638, -0.825, -0.264, 0.580, 0.075, 0.017, 0.229],
  "relative_energy_ev": 0.106,
  "e_tot_ha": -1530.69525,
  "charge": 0
}



5.
{
  "formula": "C2N2O5",
  "method": "wB97M-V/def2-TZVPD",
  "symbols": ["O", "C", "O", "N", "O", "O", "N", "C", "O"],
  "coordinates": [[1.73961, 1.54591, 0.13645], [1.76804, 0.54084, -0.54716], [-2.21142, 0.59421, 1.29581], [0.22699, -0.04349, -0.70577], [2.60261, -0.22360, -1.02119], [-1.90552, -1.58062, 1.22973], [-0.27281, -0.09081, 0.45593], [-1.57559, -0.40409, 0.96247], [-0.25491, -0.56037, -1.74749]],
  "lowdin_spin": [0.103, 0.087, 0.056, 0.502, 0.098, 0.091, 0.494, 0.061, 0.510],
  "relative_energy_ev": 0.874,
  "e_tot_ha": -561.73937,
  "multiplicity": 3,
  "charge": -2
}



6.
{
  "formula": "C2N2S3",
  "method": "wB97M-V/def2-TZVPD",
  "symbols": ["N", "S", "S", "C", "C", "N", "S"],
  "coordinates": [[1.20757, -2.37441, 0.48148], [-1.28337, 2.16807, -0.26004], [0.63493, 1.39132, 0.59427], [-1.70927, 0.56566, -0.19305], [1.23706, -1.34084, -0.03798], [-1.83592, -0.55971, -0.03071], [1.74899, 0.14991, -0.55398]],
  "nbo_charge": [-0.225, 0.227, 0.055, -0.018, -0.025, -0.294, 0.280],
  "relative_energy_ev": 0.044,
  "e_tot_ha": -1380.22497,
  "charge": 0
}



7.
{
  "formula": "C2N3O3",
  "method": "wB97M-V/def2-TZVPD",
  "symbols": ["O", "N", "O", "N", "O", "N", "C", "C"],
  "coordinates": [[-0.44979, -1.15871, 2.35367], [0.01854, -1.99162, 1.68671], [0.31783, 0.25240, -2.81074], [-0.89145, 0.29910, 1.73604], [1.60310, 1.10224, -1.17333], [-0.40949, 0.09026, -0.60818], [0.67420, 0.55310, -1.70688], [-0.62048, 0.33888, 0.53429]],
  "nbo_charge": [-0.064, 0.060, -0.692, -0.505, -0.707, -0.520, 0.907, 0.521],
  "relative_energy_ev": 3.406,
  "e_tot_ha": -466.09972,
  "charge": -1
}



8.
{
  "formula": "C2N3O3",
  "method": "wB97M-V/def2-TZVPD",
  "symbols": ["O", "N", "C", "O", "O", "N", "N", "C"],
  "coordinates": [[-0.40093, -1.14300, 0.66988], [1.92550, -0.77692, -1.04527], [-2.11840, -0.04497, -0.22241], [2.63735, 0.84835, 0.38569], [-0.36443, 1.15111, 0.76875], [2.25811, 0.01013, -0.32811], [-3.16103, -0.06973, -0.69857], [-0.77618, 0.02503, 0.47004]],
  "nbo_charge": [-0.714, -0.096, 0.196, -0.347, -0.706, 0.440, -0.453, 0.680],
  "relative_energy_ev": 0.000,
  "e_tot_ha": -466.22489,
  "charge": -1
}



9.
{
  "formula": "C2NO4",
  "method": "wB97M-V/def2-TZVPD",
  "symbols": ["O", "C", "C", "O", "N", "O", "O"],
  "coordinates": [[-2.43912, 0.51848, 0.67667], [-1.65462, -0.18059, -0.07435], [1.72481, 0.07296, 0.10195], [0.74700, -0.72367, -0.41818], [-2.75205, -0.14349, -0.66273], [1.72590, 0.86093, 0.99268], [2.64807, -0.40462, -0.61603]],
  "nbo_charge": [-0.478, 0.437, 0.910, -0.353, -0.345, -0.666, -0.506],
  "relative_energy_ev": 6.717,
  "e_tot_ha": -431.72183,
  "charge": -1
}